{
  "formula": "C38H39N3OP3Y",
  "method": "ωB97M-V with the def2-TZVPD basis set",
  "spin_multiplicity": 1,
  "charge": 2,
  "homo_energy_ha": -0.4832,
  "orbital_gap_ev": 7.524,
  "elements": ["Y", "O", "C", "C", "C", "C", "C", "C", "C", "P", "C", "C", "C", "C", "C", "C", "C", "C", "C", "C", "C", "C", "H", "H", "H", "H", "H", "H", "H", "H", "H", "H", "H", "H", "H", "H", "C", "N", "C", "N", "C", "N", "C", "P", "C", "C", "H", "H", "H", "H", "H", "H", "H", "H", "H", "H", "H", "H", "C", "P", "C", "C", "C", "C", "C", "C", "C", "C", "C", "C", "C", "C", "H", "H", "H", "H", "H", "H", "H", "H", "H", "H", "H", "H", "H"],
  "positions_angstrom": [[-0.51, -0.46, 0.44], [-1.50, -1.18, 2.55], [-0.31, -0.87, 2.67], [0.64, -0.87, 3.77], [0.45, -1.26, 5.09], [1.51, -1.17, 5.97], [2.75, -0.69, 5.54], [2.94, -0.29, 4.22], [1.89, -0.38, 3.32], [1.97, 0.12, 1.56], [1.24, 1.78, 1.49], [0.82, 2.25, 0.24], [0.27, 3.52, 0.11], [0.11, 4.32, 1.23], [0.50, 3.85, 2.48], [1.06, 2.59, 2.62], [3.72, 0.24, 1.17], [4.33, 1.45, 0.83], [5.68, 1.48, 0.50], [6.42, 0.31, 0.51], [5.82, -0.90, 0.85], [4.47, -0.94, 1.17], [-0.51, -1.63, 5.41], [1.39, -1.47, 7.00], [3.57, -0.62, 6.24], [3.91, 0.08, 3.90], [1.01, 1.66, -0.66], [-0.02, 3.89, -0.87], [-0.31, 5.31, 1.13], [0.38, 4.48, 3.35], [1.37, 2.23, 3.59], [3.76, 2.37, 0.83], [6.15, 2.42, 0.24], [7.47, 0.33, 0.26], [6.40, -1.81, 0.87], [4.01, -1.88, 1.44], [-4.28, 3.29, -2.17], [-4.05, 2.00, -2.81], [-5.17, 1.11, -2.50], [-5.41, 0.96, -1.07], [-5.61, 2.28, -0.48], [-4.50, 3.20, -0.73], [-3.29, 2.80, -0.03], [-2.72, 1.13, -0.58], [-2.78, 1.42, -2.41], [-4.34, 0.24, -0.41], [-5.17, 3.74, -2.62], [-3.43, 3.95, -2.37], [-4.99, 0.13, -2.94], [-6.07, 1.53, -2.95], [-5.76, 2.18, 0.60], [-6.51, 2.72, -0.91], [-3.48, 2.78, 1.05], [-2.50, 3.54, -0.21], [-2.62, 0.47, -2.94], [-1.96, 2.09, -2.70], [-4.57, 0.11, 0.65], [-4.25, -0.76, -0.85], [-1.95, -4.07, -1.69], [-0.89, -2.66, -1.29], [0.70, -3.25, -0.64], [1.86, -3.40, -1.41], [3.00, -3.92, -0.83], [3.01, -4.28, 0.51], [1.87, -4.10, 1.29], [0.72, -3.59, 0.72], [-0.51, -1.69, -2.77], [0.43, -0.66, -2.62], [0.65, 0.25, -3.65], [-0.06, 0.13, -4.84], [-0.98, -0.90, -4.99], [-1.21, -1.81, -3.96], [-2.97, -3.73, -1.84], [-1.92, -4.75, -0.83], [-1.60, -4.60, -2.57], [1.85, -3.14, -2.46], [3.89, -4.05, -1.43], [3.91, -4.69, 0.95], [1.88, -4.38, 2.34], [-0.18, -3.49, 1.32], [1.07, -0.61, -1.74], [1.39, 1.02, -3.54], [0.11, 0.82, -5.64], [-1.53, -1.00, -5.92], [-1.94, -2.60, -4.10]]
}

{
  "formula": "C38H40AsBr2CrGeN2O2",
  "method": "ωB97M-V with the def2-TZVPD basis set",
  "spin_multiplicity": 2,
  "charge": 2,
  "homo_energy_ha": [-0.4970, -0.4968],
  "s2": 0.793,
  "orbital_gap_ev": [6.212, 6.699],
  "elements": ["Cr", "Br", "C", "C", "C", "C", "C", "N", "C", "O", "O", "H", "H", "H", "C", "As", "C", "C", "C", "C", "C", "C", "C", "C", "H", "H", "H", "H", "H", "H", "H", "H", "H", "H", "H", "H", "H", "Br", "C", "C", "C", "C", "N", "C", "H", "H", "H", "H", "C", "C", "C", "C", "C", "C", "H", "H", "H", "H", "H", "H", "H", "H", "H", "Ge", "C", "C", "C", "C", "C", "C", "C", "C", "C", "C", "C", "C", "H", "H", "H", "H", "H", "H", "H", "H", "H", "H", "H"],
  "positions_angstrom": [[0.78, -0.27, -0.14], [4.09, -0.35, -0.98], [3.63, -1.05, 0.71], [4.60, -1.54, 1.56], [4.21, -2.04, 2.79], [2.86, -2.01, 3.13], [1.97, -1.48, 2.22], [2.33, -1.00, 1.01], [0.49, -1.38, 2.47], [-0.03, -1.79, 3.46], [-0.11, -0.77, 1.46], [5.64, -1.53, 1.25], [4.95, -2.44, 3.47], [2.49, -2.38, 4.07], [1.89, -3.22, -2.32], [0.69, -2.70, -0.88], [1.17, -4.06, 0.42], [-1.09, -3.31, -1.51], [-1.17, -4.81, -1.62], [-0.80, -5.45, -2.80], [-0.88, -6.83, -2.91], [-1.35, -7.58, -1.84], [-1.74, -6.95, -0.66], [-1.65, -5.57, -0.55], [1.67, -4.25, -2.61], [2.91, -3.17, -1.96], [1.78, -2.57, -3.19], [1.05, -5.03, -0.05], [0.51, -4.01, 1.30], [2.20, -3.94, 0.74], [-1.28, -2.86, -2.49], [-1.82, -2.93, -0.79], [-0.46, -4.86, -3.64], [-0.60, -7.31, -3.83], [-1.43, -8.66, -1.92], [-2.12, -7.53, 0.16], [-1.97, -5.08, 0.36], [-1.78, -1.08, -5.01], [-0.31, -0.23, -4.21], [0.64, 0.47, -4.95], [1.64, 1.13, -4.26], [1.72, 1.01, -2.89], [0.86, 0.27, -2.18], [-0.17, -0.29, -2.83], [0.58, 0.50, -6.03], [2.36, 1.74, -4.79], [2.49, 1.54, -2.34], [-0.93, -0.78, -2.24], [-2.25, 2.31, -2.69], [-1.94, 2.97, -1.33], [-3.24, 3.10, -0.52], [-1.31, 4.36, -1.55], [-0.98, 2.17, -0.57], [-0.12, 1.64, 0.12], [-2.96, 2.95, -3.22], [-2.70, 1.33, -2.58], [-1.35, 2.24, -3.31], [-3.98, 3.62, -1.13], [-3.08, 3.68, 0.39], [-3.65, 2.12, -0.25], [-2.04, 5.00, -2.05], [-0.42, 4.29, -2.18], [-1.03, 4.81, -0.60], [0.49, 2.12, 2.00], [0.76, 4.04, 1.73], [-0.24, 4.92, 2.13], [-0.09, 6.29, 1.91], [1.06, 6.76, 1.29], [2.06, 5.88, 0.90], [1.91, 4.52, 1.11], [-0.88, 1.69, 3.31], [-0.51, 1.34, 4.60], [-1.49, 1.16, 5.57], [-2.82, 1.35, 5.25], [-3.19, 1.71, 3.96], [-2.22, 1.88, 2.99], [1.87, 1.46, 2.25], [-1.13, 4.55, 2.62], [-0.86, 6.97, 2.23], [1.19, 7.83, 1.13], [2.96, 6.26, 0.43], [2.69, 3.84, 0.81], [0.53, 1.20, 4.86], [-1.20, 0.88, 6.57], [-3.59, 1.21, 6.00], [-4.23, 1.86, 3.71], [-2.50, 2.14, 1.97]]
}

{
  "formula": "C38H40BaClN3O3S2Si",
  "method": "ωB97M-V with the def2-TZVPD basis set",
  "spin_multiplicity": 1,
  "charge": -2,
  "homo_energy_ha": -0.0724,
  "orbital_gap_ev": 5.877,
  "elements": ["Ba", "C", "N", "C", "C", "N", "C", "C", "C", "C", "C", "C", "C", "S", "C", "C", "C", "C", "C", "C", "S", "H", "H", "H", "H", "H", "H", "H", "H", "H", "H", "H", "H", "H", "H", "H", "H", "H", "H", "C", "Si", "C", "C", "N", "C", "C", "C", "C", "C", "C", "O", "C", "C", "C", "C", "C", "C", "H", "H", "H", "H", "H", "H", "H", "H", "H", "H", "H", "H", "H", "H", "H", "H", "H", "H", "Cl", "C", "C", "C", "C", "C", "C", "C", "O", "O", "H", "H", "H", "H"],
  "positions_angstrom": [[0.53, 0.50, 0.34], [-2.23, -0.62, 1.64], [-1.01, -1.21, 2.19], [-0.94, -0.97, 3.64], [0.46, -1.04, 4.22], [1.21, 0.20, 4.03], [2.65, -0.01, 4.13], [0.76, 1.25, 4.89], [1.04, 1.19, 6.25], [0.66, 2.18, 7.14], [-0.04, 3.28, 6.64], [-0.34, 3.35, 5.29], [0.03, 2.35, 4.37], [-0.47, 2.49, 2.71], [-0.85, -2.62, 1.87], [-1.97, -3.45, 1.94], [-1.91, -4.79, 1.63], [-0.69, -5.33, 1.25], [0.43, -4.53, 1.19], [0.41, -3.15, 1.51], [1.90, -2.26, 1.41], [-3.14, -0.94, 2.16], [-2.33, -0.90, 0.59], [-2.17, 0.47, 1.74], [-1.57, -1.72, 4.15], [-1.37, 0.01, 3.84], [1.01, -1.85, 3.74], [0.38, -1.28, 5.30], [2.97, -0.40, 5.11], [3.16, 0.93, 3.95], [2.95, -0.73, 3.36], [1.59, 0.33, 6.63], [0.90, 2.11, 8.19], [-0.35, 4.08, 7.30], [-0.89, 4.20, 4.90], [-2.92, -3.02, 2.23], [-2.81, -5.41, 1.68], [-0.61, -6.38, 0.98], [1.38, -4.94, 0.89], [-2.61, 4.44, 0.62], [-1.22, 4.07, -0.62], [0.41, 4.74, 0.06], [-1.60, 5.20, -2.10], [-0.96, 2.45, -1.15], [-1.81, 2.04, -2.15], [-3.21, 2.26, -2.18], [-4.02, 1.93, -3.25], [-3.48, 1.35, -4.39], [-2.11, 1.11, -4.41], [-1.32, 1.41, -3.32], [0.06, 1.26, -3.37], [0.66, 0.35, -4.17], [0.14, -0.92, -4.43], [0.88, -1.83, -5.16], [2.16, -1.52, -5.63], [2.68, -0.27, -5.35], [1.94, 0.66, -4.63], [-2.58, 5.49, 0.92], [-2.50, 3.83, 1.52], [-3.59, 4.26, 0.17], [0.25, 5.49, 0.84], [0.96, 5.21, -0.77], [1.03, 3.96, 0.49], [-1.34, 6.23, -1.83], [-2.64, 5.19, -2.43], [-0.98, 4.90, -2.95], [-3.66, 2.71, -1.31], [-5.09, 2.13, -3.19], [-4.09, 1.10, -5.25], [-1.65, 0.69, -5.30], [-0.83, -1.18, -4.05], [0.47, -2.82, -5.33], [2.74, -2.26, -6.17], [3.68, -0.01, -5.68], [2.34, 1.64, -4.40], [3.99, -6.36, -3.75], [3.27, -4.89, -3.13], [4.07, -3.77, -2.97], [3.49, -2.61, -2.47], [2.14, -2.57, -2.16], [1.36, -3.71, -2.32], [1.93, -4.88, -2.80], [1.51, -1.30, -1.65], [2.26, -0.33, -1.38], [0.26, -1.27, -1.49], [5.12, -3.80, -3.22], [4.07, -1.71, -2.33], [0.32, -3.66, -2.05], [1.34, -5.78, -2.93]]
}

{
  "formula": "C38H40CaCl2N7O2S",
  "method": "ωB97M-V with the def2-TZVPD basis set",
  "spin_multiplicity": 1,
  "charge": -1,
  "homo_energy_ha": -0.0948,
  "orbital_gap_ev": 4.336,
  "elements": ["Ca", "C", "C", "N", "C", "C", "C", "C", "C", "C", "C", "N", "C", "C", "N", "N", "H", "H", "H", "H", "H", "H", "H", "H", "H", "H", "H", "H", "H", "H", "H", "H", "H", "H", "Cl", "C", "C", "C", "C", "C", "Cl", "C", "S", "H", "H", "H", "C", "C", "C", "C", "C", "C", "N", "H", "H", "H", "H", "H", "H", "H", "H", "O", "C", "N", "C", "C", "O", "N", "C", "C", "C", "C", "C", "C", "C", "C", "C", "C", "C", "C", "H", "H", "H", "H", "H", "H", "H", "H", "H", "H", "H"],
  "positions_angstrom": [[-14.43, 8.92, 5.74], [-12.34, 6.42, 6.31], [-12.22, 6.70, 4.84], [-12.31, 8.13, 4.41], [-11.09, 9.03, 4.57], [-11.33, 10.07, 5.58], [-10.65, 11.28, 5.48], [-10.85, 12.26, 6.45], [-11.58, 11.89, 7.57], [-12.40, 10.78, 7.53], [-13.59, 10.57, 8.52], [-14.22, 9.30, 8.34], [-13.34, 8.15, 8.83], [-13.78, 6.79, 8.31], [-13.71, 6.67, 6.79], [-12.24, 9.84, 6.57], [-11.67, 7.09, 6.81], [-12.08, 5.32, 6.45], [-12.86, 6.12, 4.19], [-11.23, 6.31, 4.59], [-12.51, 8.13, 3.43], [-10.85, 9.45, 3.55], [-10.18, 8.38, 4.73], [-9.95, 11.51, 4.69], [-10.46, 13.24, 6.23], [-11.46, 12.42, 8.53], [-14.26, 11.48, 8.41], [-13.26, 10.66, 9.60], [-15.16, 9.29, 8.77], [-13.38, 8.16, 9.93], [-12.34, 8.42, 8.44], [-14.84, 6.76, 8.62], [-13.16, 5.97, 8.83], [-14.28, 5.82, 6.55], [-17.41, 8.04, 6.20], [-18.80, 7.90, 7.35], [-20.09, 8.26, 6.97], [-21.17, 8.27, 7.81], [-21.00, 7.65, 9.06], [-19.73, 7.27, 9.51], [-19.71, 6.54, 11.00], [-18.54, 7.48, 8.72], [-17.02, 7.36, 9.39], [-20.18, 8.57, 5.91], [-22.08, 8.76, 7.45], [-21.91, 7.34, 9.60], [-15.69, 7.27, 1.60], [-16.43, 6.35, 2.45], [-17.75, 5.79, 2.15], [-17.97, 4.86, 3.16], [-16.85, 4.93, 4.05], [-16.53, 4.12, 5.27], [-15.96, 5.82, 3.60], [-16.26, 8.16, 1.51], [-15.66, 6.83, 0.56], [-14.66, 7.44, 1.90], [-18.42, 6.12, 1.39], [-18.81, 4.22, 3.27], [-16.99, 3.13, 5.46], [-16.78, 4.73, 6.16], [-15.44, 3.93, 5.10], [-14.22, 10.34, 3.84], [-14.97, 11.19, 4.38], [-15.69, 12.19, 3.75], [-16.46, 13.05, 4.68], [-16.01, 12.28, 6.03], [-16.25, 12.61, 7.20], [-15.17, 11.24, 5.70], [-15.97, 14.52, 4.71], [-16.80, 15.63, 4.52], [-16.39, 16.93, 4.88], [-15.08, 17.13, 5.29], [-14.25, 16.00, 5.56], [-14.65, 14.75, 5.21], [-18.00, 12.84, 4.53], [-18.76, 13.15, 5.69], [-20.17, 13.05, 5.72], [-20.86, 12.54, 4.60], [-20.13, 12.20, 3.49], [-18.71, 12.22, 3.47], [-15.59, 12.40, 2.73], [-17.82, 15.45, 4.25], [-17.07, 17.74, 4.87], [-14.71, 18.13, 5.48], [-13.27, 16.07, 6.08], [-14.07, 13.83, 5.30], [-18.24, 13.37, 6.63], [-20.68, 13.42, 6.60], [-21.92, 12.45, 4.57], [-20.57, 11.88, 2.54], [-18.16, 11.76, 2.60]]
}

{
  "formula": "C38H40EuN9OP",
  "method": "ωB97M-V with the def2-TZVPD basis set",
  "spin_multiplicity": 8,
  "charge": 2,
  "homo_energy_ha": [-0.4160, -0.4773],
  "s2": 15.761,
  "orbital_gap_ev": [5.865, 7.544],
  "elements": ["Eu", "N", "C", "N", "C", "N", "N", "C", "C", "C", "C", "C", "C", "N", "C", "C", "C", "C", "C", "C", "H", "H", "H", "H", "H", "H", "H", "H", "H", "H", "H", "O", "N", "C", "C", "C", "C", "C", "C", "C", "P", "C", "C", "C", "C", "C", "C", "C", "C", "C", "C", "C", "C", "H", "H", "H", "H", "H", "H", "H", "H", "H", "H", "H", "H", "H", "H", "H", "H", "C", "N", "C", "C", "N", "N", "C", "C", "H", "H", "H", "H", "H", "H", "H", "H", "H", "H", "H", "H", "H"],
  "positions_angstrom": [[0.27, 0.74, -0.01], [-1.36, 1.49, 4.45], [-0.68, 1.57, 3.31], [-0.88, 0.82, 2.27], [-1.91, -0.14, 2.32], [-2.24, -0.89, 1.32], [-1.52, -0.75, 0.16], [-1.84, -1.53, -0.80], [-1.05, -1.53, -2.03], [-1.36, -2.42, -3.05], [-0.57, -2.46, -4.18], [0.53, -1.62, -4.25], [0.76, -0.75, -3.20], [0.00, -0.68, -2.11], [-2.65, -0.30, 3.56], [-3.65, -1.27, 3.72], [-4.34, -1.36, 4.91], [-4.06, -0.49, 5.96], [-3.07, 0.46, 5.83], [-2.37, 0.55, 4.64], [-1.13, 2.10, 5.22], [0.10, 2.32, 3.27], [-2.67, -2.23, -0.71], [-2.22, -3.07, -2.94], [-0.79, -3.15, -4.99], [1.18, -1.62, -5.11], [1.61, -0.07, -3.23], [-3.87, -1.93, 2.89], [-5.12, -2.11, 5.03], [-4.61, -0.56, 6.89], [-2.84, 1.14, 6.65], [2.25, 2.60, 0.39], [2.61, 1.26, 0.25], [3.84, 0.94, 0.38], [4.33, -0.43, 0.32], [5.71, -0.56, 0.13], [6.31, -1.80, 0.04], [5.54, -2.94, 0.19], [4.18, -2.82, 0.44], [3.54, -1.59, 0.48], [1.74, -1.55, 0.92], [1.07, -3.05, 0.11], [-0.05, -3.66, 0.68], [-0.62, -4.77, 0.07], [-0.09, -5.27, -1.11], [1.00, -4.65, -1.69], [1.57, -3.53, -1.10], [1.82, -2.03, 2.68], [1.98, -3.34, 3.11], [2.08, -3.62, 4.47], [2.02, -2.60, 5.40], [1.87, -1.29, 4.98], [1.77, -1.00, 3.63], [3.03, 3.14, 0.57], [4.59, 1.72, 0.52], [6.31, 0.34, 0.04], [7.37, -1.87, -0.13], [6.00, -3.91, 0.14], [3.60, -3.72, 0.60], [-0.46, -3.29, 1.61], [-1.48, -5.25, 0.53], [-0.52, -6.16, -1.57], [1.42, -5.04, -2.61], [2.42, -3.05, -1.56], [2.03, -4.15, 2.40], [2.20, -4.65, 4.79], [2.09, -2.83, 6.46], [1.85, -0.49, 5.71], [1.67, 0.02, 3.28], [-2.13, 3.77, -3.58], [-1.34, 3.51, -2.38], [0.06, 3.18, -2.61], [-1.88, 3.29, -1.17], [-1.19, 2.58, -0.28], [-3.12, 3.79, -0.91], [-3.55, 5.11, -1.34], [-3.92, 3.22, 0.15], [-1.79, 3.12, -4.38], [-2.03, 4.80, -3.92], [-3.18, 3.55, -3.40], [0.42, 3.75, -3.46], [0.18, 2.11, -2.84], [0.65, 3.44, -1.74], [-1.62, 2.72, 0.62], [-2.76, 5.63, -1.88], [-3.80, 5.71, -0.46], [-4.44, 5.06, -1.98], [-3.73, 2.15, 0.25], [-4.97, 3.35, -0.10], [-3.76, 3.71, 1.12]]
}